Model i:
Computed, not measured: a 2-piece molecular cluster, CH5IN2S overall, with the ωB97M-V functional and the def2-TZVPD basis.

```
10
Properties=species:S:1:pos:R:3:mulliken_charge:R:1
C -1.070 0.470 0.861 -0.233
N 0.435 0.851 -1.398 -0.436
N -0.675 -0.764 0.633 -0.258
S 0.956 -0.602 -1.389 -0.062
I 2.851 -0.961 0.318 -0.274
H -1.946 0.850 0.371 0.283
H -0.476 1.109 1.485 0.284
H 0.939 1.537 -1.944 0.214
H 0.164 -1.130 1.068 0.208
H -1.180 -1.360 -0.005 0.274
```

## Properties
frontier orbital gap (alpha / beta) = 7.251 / 7.253 eV
highest occupied orbital energy (alpha / beta) = -7.55 / -7.55 eV

***

Model ii:
Computed, not measured: a 2-piece molecular cluster, CH5IN2S overall, with the ωB97M-V functional and the def2-TZVPD basis.

```
10
Properties=species:S:1:pos:R:3:mulliken_charge:R:1
C 0.491 -0.526 2.479 -0.109
N -0.141 -1.083 1.583 -0.350
H 1.140 0.408 2.287 0.022
H 0.647 -0.940 3.514 0.216
H -0.603 -1.904 1.943 0.227
N -0.440 1.266 -2.786 -0.473
S -0.343 0.649 -1.225 -0.043
I 1.555 1.834 -0.362 0.002
H -0.607 0.736 -3.580 0.245
H -1.137 2.048 -2.685 0.264
```

## Properties
frontier orbital gap = 8.219 eV
SMILES = C=N.NSI
highest occupied orbital energy = -8.37 eV

***

The structure with the least stability is model i.

***

Model i:
Computed, not measured: C4H8N4O in the gas phase, with the ωB97M-V functional and the def2-TZVPD basis.

```
17
Properties=species:S:1:pos:R:3:mulliken_charge:R:1
C -2.526 0.426 -0.561 -0.833
O -1.342 -0.314 -0.412 -0.368
C -0.733 0.079 0.771 -0.970
N 0.621 -0.600 0.848 -0.314
C 1.582 -0.531 -0.068 0.641
N 2.296 -1.629 -0.349 -0.506
N 2.016 0.606 -0.617 -0.631
C 1.651 1.808 -0.124 0.440
N 1.501 2.871 0.142 -0.480
H -2.453 1.349 -1.002 0.339
H -3.115 0.227 0.386 0.306
H -2.958 -0.042 -1.314 0.366
H -0.577 1.115 0.853 0.472
H -1.164 -0.169 1.532 0.758
H 0.829 -1.353 1.378 0.221
H 1.642 -2.462 -0.303 0.282
H 2.730 -1.381 -1.160 0.275
```

## Properties
frontier orbital gap = 9.769 eV
SMILES = COCN/C(N)=N\C#N
highest occupied orbital energy = -9.23 eV

***

Model ii:
Computed, not measured: a 2-piece molecular cluster, C4H8N4O overall, with the ωB97M-V functional and the def2-TZVPD basis.

```
17
Properties=species:S:1:pos:R:3:mulliken_charge:R:1
C 1.429 1.057 -0.272 0.005
C -1.016 0.548 -0.397 -1.735
C 0.570 -1.040 0.748 -1.403
C 0.255 0.430 0.448 0.891
N 2.305 1.717 0.356 0.729
N 4.067 -1.201 -0.495 0.077
N 3.111 2.238 0.972 -0.846
N 3.807 -2.067 0.129 -0.069
O 1.556 0.944 -1.644 -0.489
H -0.888 0.043 -1.353 0.389
H -1.279 1.588 -0.585 0.372
H -1.841 0.074 0.130 0.426
H 0.913 -1.540 -0.155 0.291
H -0.311 -1.561 1.117 0.424
H 1.345 -1.119 1.506 0.323
H 0.111 0.965 1.394 0.293
H 0.792 1.358 -2.064 0.323
```

## Properties
frontier orbital gap = 8.442 eV
highest occupied orbital energy = -7.81 eV

***

Model iii:
Computed, not measured: C4H8N4O in the gas phase, with the ωB97M-V functional and the def2-TZVPD basis.

```
17
Properties=species:S:1:pos:R:3:mulliken_charge:R:1
H 1.445 -0.901 -1.520 0.279
N 0.544 -0.427 -1.262 -0.611
C 0.143 -1.038 -0.247 0.410
N -1.044 -0.712 0.458 -0.536
C -1.427 0.516 0.446 0.107
N -0.919 1.684 -0.072 -0.151
C -0.808 2.947 0.611 -0.348
C 0.396 2.195 0.091 -0.426
N 0.747 -2.119 0.431 -0.193
O 1.802 -2.745 -0.374 -0.444
H -2.381 0.603 1.001 0.317
H -0.820 3.153 1.704 0.269
H -1.159 3.855 0.031 0.233
H 1.048 1.741 0.793 0.234
H 0.927 2.559 -0.791 0.223
H 0.142 -2.921 0.744 0.288
H 1.253 -2.830 -1.259 0.351
```

## Properties
frontier orbital gap = 10.234 eV
SMILES = [H]/N=C(/N=C\N1CC1)NO
highest occupied orbital energy = -9.42 eV

***

The structure with the least stability is model iii.

***

Model i:
Computed, not measured: C4H8N4O in the gas phase, with the ωB97M-V functional and the def2-TZVPD basis.

```
17
Properties=species:S:1:pos:R:3:mulliken_charge:R:1
H 1.816 0.566 3.226 0.278
N 2.023 0.544 2.135 -0.689
C 0.745 0.900 1.678 0.391
N 0.561 0.675 0.338 -0.514
N -0.630 0.189 -0.018 0.271
C -0.689 -0.201 -1.416 -0.174
C 0.486 -1.084 -1.915 -1.328
C -1.583 0.362 0.876 0.040
N -1.596 0.824 2.115 -0.514
O -0.315 0.827 2.673 -0.178
H 1.407 -0.020 0.082 0.340
H -0.586 0.720 -2.037 0.211
H -1.610 -0.793 -1.475 0.316
H 0.371 -1.015 -3.051 0.328
H 0.603 -2.145 -1.718 0.362
H 1.467 -0.710 -1.813 0.444
H -2.468 0.361 0.319 0.417
```

## Properties
frontier orbital gap = 8.744 eV
SMILES = [H]/N=C1/NN(CC)C=NO1
highest occupied orbital energy = -8.32 eV

***

Model ii:
Computed, not measured: a 2-piece molecular cluster, C4H8N4O overall, with the ωB97M-V functional and the def2-TZVPD basis.

```
17
Properties=species:S:1:pos:R:3:mulliken_charge:R:1
C 1.208 0.061 0.979 0.229
C 0.283 1.718 -0.414 0.037
C -2.607 -0.295 0.238 -0.430
C -1.399 -0.969 -0.392 -0.550
H 3.217 0.393 -0.066 0.260
H 3.151 -1.383 -0.842 0.299
H 0.838 0.102 2.069 0.313
H 0.655 2.485 -1.062 0.432
H -3.032 0.233 -0.591 0.412
H -3.100 -1.064 0.949 0.258
H -1.442 -0.814 -1.435 0.289
H -0.769 -1.864 0.025 0.258
N 2.375 -0.568 -0.743 -0.612
N 1.673 -1.002 0.423 -0.313
N -1.015 1.404 -0.285 -0.496
N -1.304 0.177 0.556 -0.072
O 1.268 1.386 0.592 -0.314
```

## Properties
frontier orbital gap = 9.428 eV
highest occupied orbital energy = -8.99 eV

***

The structure with the least stability is model ii.